Formula: C14H17BrN8PRhSe
Source: the OMol25 dataset
Level of theory: wB97M-V/def2-TZVPD

XYZ file:
```
43
Properties=species:S:1:pos:R:3:forces:R:3:mulliken_spin:R:1
Rh -0.0277 0.2591 -0.0790 0.366 -0.349 0.077 2.581
N -2.1310 -3.7606 -3.0247 -0.526 0.062 -0.514 0.004
N -1.8008 -3.0993 -1.9010 0.333 0.239 0.296 0.010
N -2.2581 -3.4660 -0.7266 -0.080 -0.211 -0.094 0.005
C -1.7683 -2.5294 0.0616 0.102 0.216 0.003 0.011
N -1.0458 -1.6457 -0.6417 0.081 0.241 0.225 0.091
N -1.0767 -2.0219 -1.9113 -0.172 -0.327 -0.175 -0.003
H -2.4509 -4.7010 -2.8564 0.099 -0.094 0.158 0.000
H -1.4997 -3.6086 -3.7926 0.205 -0.030 0.050 0.000
H -1.9347 -2.4930 1.1243 0.030 0.023 0.001 0.000
C -2.4863 2.8893 -0.8906 0.047 -0.228 0.055 0.033
P -0.9946 2.0078 -1.4338 -0.065 0.894 -0.239 0.198
C -1.0139 2.1426 -3.2444 0.023 -0.225 0.231 0.040
C 0.4453 2.9112 -0.8086 -0.245 -0.301 0.014 0.038
C 0.4173 3.4085 0.5084 -0.037 -0.011 0.013 0.085
C 1.5086 4.0918 1.0118 0.095 0.037 0.051 -0.047
C 2.6430 4.2624 0.2274 -0.055 -0.021 0.035 0.092
C 2.6854 3.7574 -1.0720 -0.001 -0.077 -0.068 -0.010
C 1.5995 3.0791 -1.5886 0.066 0.041 -0.071 0.077
H -2.5648 2.9311 0.1935 0.042 -0.026 0.014 -0.001
H -3.3596 2.3633 -1.2772 0.000 0.013 -0.003 0.001
H -2.4609 3.9008 -1.2978 0.009 0.004 -0.012 0.014
H -0.8526 3.1860 -3.5163 -0.013 0.016 -0.021 0.010
H -1.9952 1.8236 -3.5948 0.012 -0.006 -0.024 0.000
H -0.2556 1.5126 -3.7010 0.029 0.012 -0.006 -0.003
H -0.4633 3.2788 1.1239 -0.003 0.044 -0.007 0.002
H 1.4729 4.5009 2.0125 0.002 -0.015 -0.002 -0.002
H 3.4957 4.7993 0.6217 -0.010 0.010 0.001 0.002
H 3.5661 3.9082 -1.6824 -0.012 0.022 -0.003 0.000
H 1.6279 2.7112 -2.6067 0.020 0.000 0.010 0.003
Se 2.3188 -0.4562 -3.6950 -0.382 0.007 -0.386 0.010
N 3.9246 -0.4694 -3.0436 0.760 -0.101 0.101 0.005
C 3.8528 -0.2897 -1.7367 -0.642 0.090 0.054 0.015
C 4.9115 -0.2206 -0.7948 0.137 0.017 0.246 -0.004
C 4.5756 0.0026 0.5093 0.325 -0.050 -0.190 0.005
C 3.2217 0.1476 0.9080 -0.272 -0.024 -0.063 -0.001
N 2.2201 0.0817 0.0636 -0.481 0.173 0.261 0.111
C 2.5118 -0.1234 -1.2414 0.512 -0.052 -0.624 -0.014
N 1.5391 -0.1565 -2.1327 -0.133 -0.053 0.400 0.030
H 5.9377 -0.3428 -1.1160 -0.004 0.011 0.018 0.000
H 5.3404 0.0699 1.2703 -0.015 -0.017 0.006 0.000
H 2.9825 0.3100 1.9518 -0.057 0.019 -0.005 -0.003
Br -0.6446 0.4005 2.1935 -0.087 0.025 0.187 0.616
```
Forces are in eV/Å.

Output
2S+1: 5
Gap between HOMO and LUMO (spin up / spin down) in eV: 7.34 / 6.05
Expectation value of S²: 6.02
Total charge: +2
Highest occupied orbital energy (spin up / spin down) in eV: -14.75 / -15.56
ΔE to the lowest compared entry with this formula, charge and spin in kcal per mole: 0.4
Calculated total energy in eV: -174382.07754

---

Formula: C14H17CaCl2N3O5S
Source: the OMol25 dataset
Level of theory: wB97M-V/def2-TZVPD

XYZ file:
```
43
Properties=species:S:1:pos:R:3:forces:R:3:nbo_charge:R:1
Ca 0.9125 0.1925 -1.2232 0.362 -0.010 -0.294 1.750
C -0.2498 1.3581 -4.0895 0.066 0.009 -0.133 -0.299
O -0.7396 0.2538 -3.3247 0.003 0.172 0.285 -0.575
C -2.0444 0.5009 -2.8431 -0.089 -0.090 -0.129 -0.103
C -2.4605 -0.6777 -2.0018 -0.027 -0.036 0.059 -0.082
O -1.9563 -0.4954 -0.6959 0.074 0.071 0.004 -0.544
C -2.3199 -1.5422 0.1671 0.000 -0.073 -0.008 -0.245
H -0.8089 1.4197 -5.0347 -0.005 -0.022 -0.003 0.131
H 0.8152 1.1741 -4.2499 -0.006 -0.003 -0.007 0.276
H -0.3684 2.2881 -3.5280 -0.029 -0.015 -0.006 0.198
H -2.7417 0.6254 -3.6868 0.051 -0.039 -0.025 0.147
H -2.0498 1.4108 -2.2330 -0.030 0.008 -0.017 0.234
H -2.0472 -1.6015 -2.4302 -0.067 0.005 -0.049 0.182
H -3.5575 -0.7692 -1.9697 0.010 0.046 0.030 0.149
H -3.4152 -1.6206 0.2341 0.006 -0.012 0.005 0.144
H -1.9176 -1.3118 1.1513 0.004 0.000 0.014 0.196
H -1.9065 -2.5003 -0.1672 0.000 0.012 0.004 0.184
Cl 0.7130 -4.9670 0.4663 -0.002 -0.005 -0.029 -0.047
C 0.7532 -3.5685 1.5109 -0.072 0.008 -0.137 -0.185
C 0.7644 -3.7800 2.8886 -0.001 0.082 0.135 -0.213
C 0.7676 -2.7319 3.7708 -0.002 -0.103 -0.129 -0.103
Cl 0.7730 -3.0547 5.4940 0.001 -0.012 0.070 -0.076
C 0.7603 -1.3988 3.2962 -0.001 -0.020 -0.004 -0.132
C 0.7474 -0.2457 4.1095 -0.007 0.117 -0.074 -0.170
C 0.7326 0.9951 3.5265 0.000 -0.127 0.115 -0.264
C 0.7403 1.0956 2.1257 0.000 -0.030 -0.104 0.050
N 0.7525 0.0355 1.3524 0.020 0.256 0.046 -0.471
C 0.7582 -1.1957 1.8960 0.005 0.002 0.094 0.160
C 0.7457 -2.2883 0.9191 0.060 -0.017 0.086 0.376
O 0.7137 -2.0366 -0.3102 -0.033 -0.209 -0.053 -0.759
H 0.7668 -4.7979 3.2558 0.000 0.007 0.029 0.220
H 0.7478 -0.3605 5.1858 0.001 0.017 0.006 0.212
H 0.7207 1.8977 4.1236 -0.001 -0.015 0.030 0.205
H 0.7495 2.0548 1.6199 -0.002 0.005 -0.017 0.232
N 2.3211 2.4305 -0.4053 0.097 0.023 -0.094 -0.776
N 1.5145 3.6024 -0.4801 0.014 -0.033 0.017 -0.552
C 0.2071 3.3926 -1.0111 0.016 0.050 0.117 0.874
O -0.4386 4.4005 -1.3344 0.110 0.077 -0.040 -0.774
O -0.1735 2.1873 -1.0664 -0.376 0.011 0.118 -0.897
H 3.1378 2.6371 0.1577 -0.093 -0.019 0.094 0.339
H 2.6637 2.1074 -1.3402 0.032 -0.003 -0.018 0.413
H 1.9532 4.3813 -0.9567 -0.070 -0.033 -0.042 0.348
S 2.9634 0.5033 -2.8694 -0.023 -0.048 0.055 -1.753
```
Forces are in eV/Å.

Output
Gap between HOMO and LUMO in eV: 3.61
Total charge: -2
Highest occupied orbital energy in eV: 0.47
Calculated total energy in eV: -83824.43865

---

Formula: C14H17Cl2N2OSTi
Source: the OMol25 dataset
Level of theory: wB97M-V/def2-TZVPD

XYZ file:
```
38
Properties=species:S:1:pos:R:3:forces:R:3:mulliken_spin:R:1
Ti -1.0779 -0.7402 0.6272 -0.768 0.525 0.004 1.055
S -0.4732 -1.2626 3.1498 -0.050 -0.029 -0.029 0.001
C 1.0685 -1.0416 2.4220 -0.213 0.005 -0.019 0.002
C 2.2990 -1.0896 3.1013 0.209 0.034 -0.069 -0.008
C 3.4598 -0.8555 2.4037 -0.099 -0.025 0.064 0.005
C 3.4085 -0.5747 1.0355 0.112 0.028 -0.057 0.003
C 2.1767 -0.5538 0.4242 -0.034 0.005 0.022 0.030
N 1.0395 -0.7872 1.0904 0.389 -0.021 0.102 -0.009
H 2.3064 -1.3016 4.1606 -0.038 -0.005 0.010 0.000
H 4.4138 -0.8855 2.9170 0.010 0.001 -0.003 0.001
H 4.3074 -0.3817 0.4675 -0.024 0.005 -0.029 0.000
H 2.0671 -0.3445 -0.6336 0.012 -0.004 0.001 -0.022
Cl -1.2528 -3.4265 0.3816 0.121 -0.037 -0.065 0.001
C -2.6458 -2.2503 0.6352 0.079 0.042 -0.062 -0.040
H -3.1436 -2.5975 1.5386 -0.009 0.050 0.004 0.004
H -3.2879 -2.3872 -0.2348 -0.013 0.026 0.018 0.007
Cl 1.5457 -2.2505 -4.2965 0.071 -0.055 -0.032 0.004
C 0.2689 -1.3259 -3.5350 -0.110 0.086 0.062 -0.130
C -0.6057 -0.5805 -4.3481 0.002 -0.005 -0.016 0.478
C -1.6357 0.1020 -3.6432 0.096 -0.009 0.040 -0.061
C -1.7028 0.0454 -2.2840 -0.135 -0.017 -0.046 0.176
N -0.8233 -0.6674 -1.4970 0.056 -0.084 0.255 0.232
C 0.1506 -1.3746 -2.1792 0.013 -0.019 -0.121 0.190
H -0.5034 -0.5533 -5.4211 0.009 -0.006 -0.001 0.043
H -2.3713 0.6876 -4.1805 -0.007 0.010 0.008 -0.002
H -2.4705 0.5828 -1.7402 0.000 -0.009 -0.011 0.017
H 0.7989 -2.0148 -1.5955 -0.010 0.011 0.011 0.023
C -0.2096 2.6906 -0.1696 -0.118 -0.109 0.035 0.015
C -1.2405 2.3454 0.9053 0.132 0.274 0.000 -0.014
C -0.6667 2.5841 2.3012 -0.098 -0.095 -0.070 0.002
O -1.6670 1.0283 0.7816 0.311 -0.622 0.001 0.003
H 0.0898 3.7398 -0.1108 0.002 0.013 0.009 0.002
H -0.6150 2.4873 -1.1615 0.032 0.004 -0.010 -0.004
H 0.6752 2.0636 -0.0283 0.024 0.026 -0.034 -0.002
H -2.1127 3.0061 0.7728 0.018 -0.020 -0.005 -0.001
H 0.2245 1.9655 2.4354 -0.002 0.002 0.038 0.000
H -1.3975 2.2864 3.0537 0.036 0.007 0.030 0.000
H -0.3973 3.6321 2.4542 -0.004 0.018 -0.032 0.000
```
Forces are in eV/Å.

Output
2S+1: 3
Gap between HOMO and LUMO (spin up / spin down) in eV: 4.60 / 7.77
Expectation value of S²: 2.02
Total charge: -1
Highest occupied orbital energy (spin up / spin down) in eV: -1.69 / -4.86
ΔE to the lowest compared entry with this formula, charge and spin in kcal per mole: 0.0
Calculated total energy in eV: -78820.18263

---

- What is the calculated total energy in the third record?
  -78820.18263 eV